158
Properties=species:S:1:pos:R:3:forces:R:3:mulliken_charge:R:1 method="wB97M-V/def2-TZVPD" orbital_gap_ev=9.411 largest_force_ev_per_a=2.10 e_lumo_ev=0.31 total_charge=0 de_lowest_kcal_mol=0.0
C 4.14859 -1.63628 2.18447 -0.6410 -0.3718 0.0495 -1.479
C 2.67125 -1.30719 2.32401 -0.2231 0.6840 0.9066 1.768
C 2.15113 -1.83348 3.63726 -0.7321 -0.4542 0.1126 -1.413
O 2.47813 0.12132 2.38867 1.0552 -0.0198 -0.4584 -0.737
H 4.70910 -1.14398 2.97911 0.1431 0.4844 -0.4053 0.400
H 4.49228 -1.46883 1.16468 0.3859 0.2684 0.2518 0.182
H 4.26334 -2.69343 2.42919 -0.0312 -0.1773 -0.3139 0.402
H 2.08400 -1.71130 1.49664 0.0257 -0.1298 -0.2156 -0.250
H 2.77229 -1.47201 4.45668 0.0265 -0.1085 0.0304 0.315
H 2.05824 -2.92020 3.65662 0.2895 -0.0854 0.0643 0.449
H 1.13622 -1.46325 3.79177 -0.0635 0.1030 0.1260 0.176
H 1.54153 0.33852 2.34929 -0.1698 -0.2316 -0.2555 -0.347
C 2.83116 -3.30298 -2.02747 -0.0296 0.8876 -0.5570 -0.695
C 2.70486 -2.78509 -3.46884 0.1988 -1.1368 0.1221 0.507
C 1.56299 -3.44704 -4.26178 0.0671 -0.1492 0.6239 -1.199
O 2.46373 -1.41930 -3.38197 -0.4292 1.3444 0.4137 -0.285
H 3.60934 -2.71233 -1.54374 0.3894 -0.3314 -0.0556 -0.113
H 3.06594 -4.36638 -2.03993 -0.1320 0.0467 0.3405 0.587
H 1.94641 -3.03184 -1.44915 -0.3826 -0.5513 -0.1416 -0.128
H 3.69693 -2.90504 -3.91093 -0.0249 -0.3905 -0.4521 0.189
H 1.22855 -2.83511 -5.09976 0.1836 0.0266 -0.0761 0.481
H 0.73133 -3.52966 -3.55997 -0.2438 0.0767 -0.1027 0.035
H 1.74773 -4.45797 -4.62574 0.3309 0.0337 0.0220 0.475
H 2.32993 -1.06503 -4.26510 0.0564 0.0987 -0.0397 0.226
C -5.62858 1.85917 3.77258 -1.7086 -0.8298 -0.5585 -1.607
C -4.25678 1.76943 3.16518 -0.3349 1.3141 0.4762 1.437
C -4.11731 2.75475 2.01928 -0.1341 -0.5279 -0.1958 -1.164
O -3.40733 2.17570 4.21013 1.4312 -0.0460 0.3981 -0.538
H -6.39868 1.63672 3.03062 -0.1011 -0.1361 -0.0857 0.399
H -5.91356 2.82611 4.18666 0.6060 0.2209 -0.1315 0.369
H -5.78419 1.13434 4.57350 0.1920 -0.1389 0.0578 0.447
H -3.99080 0.75557 2.85904 -0.1959 -0.1344 -0.2329 -0.425
H -4.40894 3.76187 2.31673 -0.0611 -0.0587 0.1150 0.433
H -4.80591 2.39080 1.25551 0.0636 0.2891 -0.2934 0.405
H -3.11027 2.80216 1.60588 -0.0108 -0.1527 0.0403 -0.084
H -3.55826 1.53665 4.91200 0.2174 0.1674 0.3267 0.375
C 6.02670 -1.00064 -1.29239 0.2477 0.1902 -0.2950 -0.535
C 6.75244 -0.16372 -2.39455 -0.9268 -0.2741 0.6251 0.185
C 5.92992 -0.01908 -3.66785 0.1279 -0.6979 -0.5071 -0.887
O 7.08643 1.12682 -1.92869 0.7024 -0.2304 0.1819 -0.617
H 5.84214 -2.02052 -1.63310 -0.3933 0.0675 -0.3714 0.324
H 5.11027 -0.50294 -0.97279 -0.1843 -0.0984 -0.1409 -0.322
H 6.61916 -1.18045 -0.39424 0.3631 0.5558 -0.0490 0.398
H 7.64839 -0.74390 -2.61924 0.3710 0.4681 -0.0931 0.379
H 5.07387 0.65154 -3.59454 -0.1128 -0.1808 0.4440 0.093
H 5.61306 -1.01706 -3.97612 -0.3352 0.0109 -0.0966 0.208
H 6.51818 0.37046 -4.49979 0.3139 0.0583 0.1610 0.357
H 6.28653 1.66060 -1.98387 -0.2928 0.1700 0.1317 0.420
C 0.47303 5.57948 -1.18359 -0.9288 -0.0885 -0.3828 -1.058
C -0.91282 6.25748 -1.04126 0.9298 1.3173 -0.1184 0.431
C -0.72486 7.78697 -1.12100 0.7236 0.0234 1.3086 -1.436
O -1.82239 5.88636 -2.05085 -0.3016 -0.8050 -0.3567 -0.565
H 0.96371 5.93829 -2.09013 0.0051 0.1652 -0.0887 0.587
H 0.31726 4.51050 -1.33512 0.1722 -0.1373 0.2903 -0.012
H 1.14744 5.78142 -0.35235 -0.1963 -0.1164 0.1186 0.490
H -1.40873 5.96898 -0.11446 0.1752 0.0484 0.1139 0.172
H -0.29154 8.08763 -2.07513 -0.4986 -0.0193 -0.2549 0.360
H 0.02684 8.12291 -0.40254 0.2869 -0.3015 0.1636 0.381
H -1.57641 8.38378 -0.79493 -0.4081 -0.2464 -0.6893 0.345
H -1.38271 5.95501 -2.90295 0.0336 0.0895 -0.0930 0.352
C -4.48736 -1.18723 0.21959 -0.0092 -0.7355 -0.0417 -0.810
C -5.00571 -1.25428 -1.21607 1.8839 0.9203 -0.0145 0.535
C -4.21058 -2.30965 -2.01056 -0.3769 0.0213 0.7505 -0.962
O -6.38140 -1.46899 -1.21572 -0.6629 -0.2374 -0.2574 -0.627
H -4.64333 -2.13199 0.74516 -0.2362 -0.2965 -0.2118 0.377
H -4.98164 -0.45605 0.85904 0.1785 0.3885 -0.3270 0.326
H -3.40133 -1.09300 0.18881 -0.0281 0.4710 0.0906 -0.113
H -4.80090 -0.29326 -1.69458 0.0352 0.2992 0.0870 0.120
H -4.64234 -2.49312 -2.99448 -0.3279 -0.3521 0.2085 0.503
H -4.23145 -3.14857 -1.31336 0.0401 -0.7162 -0.7286 0.368
H -3.16778 -2.06604 -2.21458 -0.0003 0.4041 0.3838 -0.126
H -6.66452 -1.10192 -2.05727 -0.5218 -0.1949 0.0336 0.425
C 1.39722 1.92761 8.60962 -0.2148 -0.5557 -0.1101 -1.283
C 2.29098 1.14097 7.63974 -1.4616 0.3149 -0.6149 0.339
C 1.88579 1.39827 6.14331 -0.2165 0.0702 2.0325 -0.305
O 0.54672 0.95738 5.99846 1.0131 -0.3872 -0.0800 -0.446
C -0.02752 1.45660 4.82690 -0.4560 0.0569 0.2546 -0.308
N 3.66527 1.47216 7.89893 0.7188 -0.4953 -0.3303 -0.720
H 1.38515 1.46849 9.59870 0.7452 0.3103 0.1948 0.330
H 0.32836 1.90129 8.39563 0.1216 0.1617 -0.7439 0.298
H 1.76599 2.95359 8.60504 -0.2457 0.1186 0.3976 0.331
H 2.14416 0.07392 7.81447 0.0932 -0.1133 0.0341 0.285
H 2.58854 0.90029 5.47268 -0.1046 -0.1530 -0.2463 0.064
H 1.94769 2.47901 5.99382 -0.0087 0.2119 -0.2954 0.250
H -0.08844 2.54296 4.90855 -0.2804 0.0912 -0.2749 0.491
H -1.01154 0.98965 4.78929 -0.1155 0.3305 -0.2825 -0.007
H 0.53415 1.21876 3.92189 0.1585 -0.1092 -0.0127 0.179
H 3.85961 2.46464 7.89369 -0.3061 0.1822 0.0112 0.281
H 4.17593 1.09088 7.11228 0.5781 -0.0398 0.1471 0.288
C -1.24042 -6.37597 -4.02791 0.5438 -0.1633 -0.2532 -1.539
C -0.50282 -6.16481 -2.69326 -1.6367 0.2101 0.0525 0.802
C -1.35404 -5.17579 -1.83835 0.3905 0.0183 0.0145 -0.149
O -0.73910 -4.82193 -0.60056 0.7082 -0.9574 -1.0719 -0.467
C -1.16055 -3.63029 -0.03745 0.6130 0.1183 0.9401 -0.072
N -0.52888 -7.45308 -2.03696 0.5008 -0.6001 1.2624 -0.818
H -0.70219 -7.11694 -4.62143 0.3481 0.2334 -0.1718 0.390
H -1.37374 -5.46780 -4.61632 0.0652 0.0297 -0.0094 0.231
H -2.19673 -6.88397 -3.90105 -0.1712 0.3958 0.4925 0.424
H 0.54070 -5.86386 -2.79613 -0.1637 0.7423 -0.3001 0.207
H -2.31506 -5.63007 -1.58826 -0.1258 -0.3290 -0.2845 0.392
H -1.58146 -4.27683 -2.41578 0.1988 0.2048 -0.1530 -0.335
H -2.20848 -3.66778 0.26623 -0.2098 0.2692 -0.2064 0.191
H -0.89632 -2.74848 -0.62582 -0.4335 0.0526 -0.4810 -0.194
H -0.54932 -3.53405 0.86167 -0.2067 0.0420 0.2613 0.345
H -0.22895 -7.27552 -1.08478 -0.3180 -0.0738 0.4529 0.292
H 0.24542 -8.02514 -2.35109 -0.0702 -0.1896 -0.5449 0.279
C -1.39227 -1.37344 -4.39738 0.1046 -0.6577 1.3330 -0.978
C -2.53017 -0.53346 -4.89105 -0.7753 -0.1929 -0.0749 1.063
C -2.45592 0.95458 -4.45838 0.9600 -1.0447 0.2676 -1.081
O -2.62363 1.00823 -3.05253 -0.3328 -0.2271 0.2528 0.200
C -2.78054 2.32773 -2.57327 -0.0791 -0.0404 0.0005 -1.010
N -2.54872 -0.68446 -6.32871 -0.4501 0.7485 -1.3764 -0.820
H -1.58280 -2.44448 -4.49183 -0.1976 -0.0735 -0.6603 0.498
H -1.32150 -1.32306 -3.30915 0.4428 0.5744 0.0734 -0.477
H -0.44512 -1.16038 -4.89174 -0.0443 0.2448 0.1183 0.466
H -3.47515 -0.95551 -4.54070 -0.0315 0.1703 0.7929 0.137
H -3.16471 1.60369 -4.97527 -0.2032 -0.1062 -0.1044 0.449
H -1.43486 1.28487 -4.66442 0.0639 0.3318 -0.4056 0.182
H -3.68530 2.75843 -3.00570 0.0662 0.3363 -0.0978 0.528
H -1.90193 2.94183 -2.77889 -0.0367 0.1760 -0.2711 0.372
H -2.90149 2.33684 -1.48991 -0.0324 -0.3851 0.0129 -0.016
H -3.41913 -0.30451 -6.68148 0.0048 0.5334 -0.1554 0.305
H -2.66201 -1.64909 -6.61246 0.4953 -0.3352 0.3723 0.275
C 0.86343 1.25427 -2.54557 -1.0396 0.5062 0.2098 -0.210
C 1.03510 1.23827 -1.02667 -0.6586 -0.5333 0.2846 0.290
C -0.11812 0.45192 -0.29601 0.0109 0.8553 -0.8647 -0.015
O -0.04135 0.53701 1.11722 -0.4608 -0.7413 1.0352 1.337
C -1.07669 -0.26391 1.78067 0.2543 0.6806 -0.8510 0.515
N 2.35284 0.67637 -0.77667 -0.4328 -0.4292 0.5217 0.438
H 0.58131 0.26789 -2.91376 0.2966 -0.0578 -0.0555 -0.470
H 1.76365 1.62848 -3.03254 0.1391 -0.2646 0.0682 0.599
H 0.06193 1.93006 -2.84799 -0.1160 0.0110 0.0673 -0.129
H 0.99491 2.24965 -0.61830 0.1219 0.1526 -0.0426 -0.472
H -0.14807 -0.58962 -0.62400 0.1785 -0.2085 -0.0668 -0.656
H -1.05028 0.92588 -0.61348 -0.2984 -0.0860 -0.1209 0.214
H -2.06170 0.07268 1.45236 -0.0399 -0.0717 -0.3553 -0.307
H -1.11201 -0.13015 2.86097 0.7635 0.2379 -0.0686 -0.137
H -0.94044 -1.32370 1.56284 -0.0019 -0.0365 -0.0780 -0.361
H 2.33250 0.42399 0.20570 0.7746 0.1811 0.4414 -0.151
H 2.34510 -0.21926 -1.25244 0.3403 -0.2186 -0.3557 -0.030
C 3.79579 3.75059 -1.84736 0.2843 -0.5361 -1.0548 -0.545
O 4.32621 2.42945 -1.94569 0.0282 0.4495 -0.0999 -0.521
H 3.91730 4.18727 -0.85627 -0.0016 0.0361 -0.0207 0.280
H 4.31471 4.30880 -2.62725 0.1816 0.4414 0.3831 0.406
H 2.75463 3.76454 -2.17465 -0.2465 0.0110 0.3593 0.042
H 3.61691 1.81512 -1.70994 -0.0279 -0.4612 0.6084 0.168
C -2.97269 -2.93367 3.53092 0.6629 -0.3210 -0.5441 -0.051
O -1.63547 -3.27924 3.96405 -0.8667 0.3250 -0.4194 -0.519
H -3.27367 -1.92055 3.79882 -0.0253 -0.0644 0.3839 0.136
H -2.99378 -2.95514 2.44038 0.3598 0.0280 -0.0777 -0.247
H -3.71201 -3.68665 3.80524 0.0072 0.1310 0.5583 0.406
H -1.45933 -2.86629 4.81304 -0.0959 -0.0178 0.0608 0.290
C -0.39004 3.51999 2.01124 0.1206 0.0725 1.1092 0.950
O 0.04659 4.36245 3.09891 0.2938 0.0263 -0.7364 -0.678
H -0.90204 4.04562 1.20381 -0.0141 0.2802 0.0526 -0.195
H 0.50189 3.03848 1.61375 -0.0483 0.0776 0.0652 -0.242
H -1.05110 2.75193 2.41383 -0.0143 -0.1523 -0.1771 -0.284
H -0.67874 4.65429 3.65624 -0.2969 -0.1777 -0.2593 0.351